A molecular structure, C30H47N4OPtSSi2. Source: OMol25; level of theory: wB97M-V/def2-TZVPD.

Geometry as XYZ:
```
86
Properties=species:S:1:pos:R:3:mulliken_charge:R:1
Pt -0.0877 -0.1935 -0.4268 2.727
N 3.2124 3.9599 0.9269 0.113
C 2.4899 3.0054 0.0069 1.898
C 3.4779 2.2208 -0.8393 -1.830
C 2.7053 1.1799 -1.6588 0.315
N 2.1959 0.1147 -0.7672 -0.690
C 1.5924 1.8502 -2.4710 -1.700
C 0.6786 2.7969 -1.6866 0.201
N -0.2709 2.0796 -0.8150 -0.699
C 1.5136 3.7839 -0.8598 -1.671
H 4.0373 3.5227 1.3389 0.475
H 2.6037 4.2473 1.7116 -0.008
H 3.5087 4.8015 0.4319 0.431
H 1.9416 2.3475 0.6862 -1.264
H 4.2205 1.7151 -0.2155 0.541
H 4.0083 2.9027 -1.5117 0.467
H 3.3949 0.7222 -2.3691 0.438
H 2.4283 0.2774 0.2099 -0.351
H 2.5986 -0.7851 -1.0006 0.400
H 0.9831 1.0780 -2.9431 0.439
H 2.0655 2.4241 -3.2732 0.530
H 0.1046 3.3698 -2.4158 0.488
H -1.2286 2.3559 -0.9875 0.288
H -0.0830 2.1832 0.1856 0.083
H 0.8520 4.3950 -0.2413 0.448
H 2.0720 4.4509 -1.5264 0.593
C -4.5129 -5.6837 0.6648 -1.106
Si -2.8773 -4.9112 0.1871 0.194
C -1.5489 -5.4350 1.3914 -0.914
C -2.4467 -5.3926 -1.5643 -1.022
C -3.0897 -3.0299 0.3136 0.269
C -4.2725 -2.4637 0.7818 -0.001
C -4.4182 -1.0878 0.9326 -1.132
C -3.3479 -0.2833 0.6022 -0.144
N -2.2100 -0.7935 0.1372 -0.596
C -2.0729 -2.1230 -0.0040 0.148
S -0.4625 -2.5243 -0.5948 -0.673
H -4.4411 -6.7702 0.5878 0.315
H -5.3223 -5.3638 0.0053 0.329
H -4.7955 -5.4493 1.6930 0.312
H -1.4039 -6.5168 1.3570 0.366
H -1.8232 -5.1658 2.4133 0.330
H -0.5967 -4.9572 1.1581 0.224
H -2.4414 -6.4809 -1.6568 0.344
H -1.4637 -5.0222 -1.8551 0.329
H -3.1793 -5.0013 -2.2726 0.332
H -5.1036 -3.1066 1.0453 0.381
H -5.3349 -0.6542 1.3053 0.411
H -3.3872 0.7938 0.7141 0.473
C -0.5094 -1.2309 3.9461 -1.803
C -0.0633 0.2024 4.2588 2.680
C -1.2911 1.1192 4.2415 -1.667
C 0.5969 0.2510 5.6387 -1.760
Si 1.1308 0.7364 2.9005 -1.762
O 0.3997 0.8030 1.4734 -0.117
C 1.7070 2.5198 3.3192 1.579
C 0.8125 3.5528 2.9923 -0.345
C 1.0745 4.8855 3.2968 -0.912
C 2.2588 5.2296 3.9451 -0.703
C 3.1628 4.2280 4.2817 -0.731
C 2.8840 2.8979 3.9734 -0.159
C 2.5876 -0.4599 2.8198 1.417
C 2.4721 -1.5062 1.8939 -0.363
C 3.4397 -2.4956 1.7861 -0.803
C 4.5564 -2.4648 2.6086 -0.631
C 4.6822 -1.4567 3.5529 -0.890
C 3.7062 -0.4761 3.6596 -0.709
H -1.2421 -1.5628 4.6889 0.546
H 0.3268 -1.9328 3.9683 0.277
H -0.9794 -1.2981 2.9606 0.177
H -2.0446 0.7496 4.9442 0.548
H -1.7478 1.1533 3.2493 0.163
H -1.0416 2.1405 4.5442 0.303
H -0.1184 -0.0477 6.4116 0.500
H 0.9464 1.2563 5.8909 0.308
H 1.4466 -0.4331 5.7033 0.351
H -0.1267 3.3003 2.5105 0.347
H 0.3499 5.6522 3.0486 0.460
H 2.4638 6.2613 4.2009 0.431
H 4.0830 4.4786 4.7934 0.495
H 3.6129 2.1503 4.2518 -0.096
H 1.5855 -1.5706 1.2721 0.346
H 3.3108 -3.3016 1.0739 0.507
H 5.3134 -3.2343 2.5304 0.397
H 5.5353 -1.4433 4.2191 0.434
H 3.8177 0.2642 4.4425 0.354
```

Summary:
2S+1: 3
net charge: +1
energy above the lowest of the compared OMol25 structures with the same formula, charge and spin: 0.0636 eV
HOMO level (alpha / beta): -9.06 / -9.98 eV
largest force on an atom: 0.58 eV/A
energy: -2562.0133 Ha

---

7 unconnected molecules or ions with the total composition C30H48BN3O11 at a distorted geometry. Source: OMol25; level of theory: wB97M-V/def2-TZVPD.

Geometry as XYZ:
```
93
Properties=species:S:1:pos:R:3:mulliken_charge:R:1
C 4.7411 3.7259 -0.7556 -0.867
C 4.7275 2.0699 -0.9098 0.010
N 3.4504 1.6044 -1.5725 -0.275
C 2.8036 0.4382 -0.8586 -0.348
C 3.4090 -1.0983 -0.9489 -0.703
C 2.6636 -2.3654 -0.1499 0.509
C 3.3815 -3.8277 -0.3314 0.407
C 5.0026 -3.8177 -0.7243 -0.209
C 5.7122 -5.3011 -0.9596 -0.459
C 4.7488 -6.6129 -0.7732 -0.225
N 3.2997 -6.6500 -0.3774 -0.201
C 2.6760 -5.2975 -0.1761 -0.219
C 1.2608 -2.1130 0.7255 -0.416
C 0.6204 -0.6048 0.7891 0.540
C 1.4266 0.6333 0.0118 0.397
C 0.7627 2.1410 0.1498 -0.377
O 1.4473 3.2773 0.3173 -0.527
C -0.8966 2.1991 0.0796 0.198
C -1.5797 3.4679 -0.7032 -0.653
C -3.2299 3.4779 -0.8035 0.871
B -3.9140 4.7598 -1.5968 0.439
O -4.8149 4.6260 -2.7923 -0.694
O -3.5872 6.1350 -1.1136 0.011
C -2.6347 6.6953 -2.1134 -0.644
C -4.0569 2.2266 -0.1212 -0.137
C -5.6981 2.1809 -0.1969 -0.840
C -6.2473 2.7575 1.2545 -0.466
N -5.9026 4.2074 1.5148 -0.367
C -3.3366 0.9689 0.7094 0.283
O -4.1528 -0.1105 1.2888 -0.538
C -1.7004 0.9689 0.8060 0.244
C -0.7954 -0.2059 1.5794 0.218
O -1.1595 -0.7616 2.7464 -0.544
H 3.8453 4.2497 -1.3050 0.246
H 5.7404 4.1380 -1.2488 0.314
H 4.8007 3.9990 0.3824 0.202
H 5.6210 1.8285 -1.6639 0.034
H 4.9168 1.5106 0.1087 0.294
H 2.7848 2.3820 -1.7752 0.353
H 4.3807 -1.2433 -1.6052 0.547
H 5.6457 -2.8460 -0.8391 0.276
H 6.8457 -5.2940 -1.2489 0.296
H 5.2670 -7.6692 -0.9785 0.261
H 1.5211 -5.2879 0.1282 0.184
H 0.7325 -3.0232 1.2901 0.018
H -0.8632 4.2836 -1.1395 0.079
H -4.2185 4.1431 -3.4610 0.321
H -1.8361 5.8480 -2.3044 0.196
H -3.2386 6.9296 -3.0941 0.250
H -2.0400 7.6336 -1.7062 0.150
H -6.1440 1.0936 -0.3564 0.349
H -6.1741 2.8563 -1.0256 0.240
H -7.4319 2.6720 1.3167 0.301
H -5.7340 2.1001 2.0906 0.259
H -6.0722 4.3340 2.5570 0.267
H -4.8871 4.4158 1.3954 0.144
H -3.6851 -0.4627 2.1036 0.349
C -6.6225 7.1872 -0.4877 -0.087
O -7.7117 6.8672 0.3582 -0.597
H -6.8393 8.1231 -1.0078 0.332
H -5.7171 7.3075 0.1122 -0.050
H -6.4829 6.3892 -1.2213 0.065
H -7.4906 6.0328 0.8057 0.306
C 7.8759 -1.2768 -2.4616 -0.711
O 6.5670 -1.3528 -1.9273 -0.539
H 7.9744 -2.0091 -3.2662 0.245
H 8.0499 -0.2745 -2.8606 0.263
H 8.6039 -1.5000 -1.6777 0.308
H 6.5097 -0.6923 -1.2161 0.233
C 2.2740 -9.5466 2.1156 -0.326
O 3.4954 -9.9895 1.5531 -0.530
H 1.7615 -10.3986 2.5683 0.294
H 2.4764 -8.7959 2.8835 0.231
H 1.6439 -9.1201 1.3311 0.025
H 3.9272 -9.2124 1.1593 0.283
C -0.2614 -5.5530 3.6816 -0.527
O 0.0011 -4.8079 2.5067 -0.480
H 0.4698 -6.3607 3.7610 0.137
H -0.1769 -4.9008 4.5543 0.276
H -1.2665 -5.9785 3.6274 0.277
H -0.6630 -4.0991 2.4634 0.242
C -2.2962 8.1508 1.4592 -0.398
O -2.0337 8.8959 0.2843 -0.499
H -1.5650 7.3431 1.5386 0.193
H -2.2117 8.8030 2.3319 0.319
H -3.3013 7.7253 1.4050 0.074
H -2.6978 9.6047 0.2410 0.293
C -0.7833 -9.1045 -1.0484 -0.463
O 0.4155 -9.8528 -1.1341 -0.493
H -1.6307 -9.7684 -1.2344 0.236
H -0.8739 -8.6730 -0.0485 0.194
H -0.7732 -8.3111 -1.7998 0.240
H 1.1492 -9.2376 -0.9647 0.285
```

Summary:
2S+1: 1
SMILES string: CCNc1cc(-c2cccnc2)cc2c1C(=O)c1cc(B(O)OC)c(CCN)c(O)c1C2=O.CO.CO.CO.CO.CO.CO
HOMO level: -8.37 eV
largest force on an atom: 8.10 eV/A
energy: -2187.6887 Ha